Molecular formula: C2H5N3O
Method: DFT, wB97M-V/def2-TZVPD

SMILES = C=NO/C=N/N
net charge = 0
calculated total energy = -318.577564 Eh
orbital gap = 9.48 eV
ΔE to the lowest compared entry with this formula, charge and spin = 454.0 kJ/mol

CARTESIAN COORDINATES (ANGSTROEM)
C -2.565102 -0.412918 0.054284
N -1.312468 -0.548931 -0.078559
O -0.785742 0.797363 -0.026597
C 0.602196 0.801348 -0.026039
N 1.219033 -0.279190 0.003061
N 2.613576 -0.348723 0.006636
H -3.209102 -1.283625 -0.028999
H -3.117948 0.559051 0.326529
H 0.941495 1.847494 -0.088648
H 2.914474 -1.006444 -0.668663
H 2.893472 -0.588056 0.985113

Forces on the atoms, in the same order (eV/Å):
C -1.1814 0.8841 0.7084
N -0.9397 1.4173 -0.2702
O 1.0500 -0.6209 0.1726
C -0.6388 0.2142 -0.1675
N -0.9112 -1.0138 -0.1114
N 0.8275 2.1428 1.9057
H 0.4000 -0.1725 0.0302
H 1.2024 -1.2724 -0.6519
H 0.1683 -0.4643 0.1288
H 0.1447 -1.0159 -0.2029
H -0.1217 -0.0986 -1.5418



Molecular formula: C17H31BeF3O2P2
Method: DFT, wB97M-V/def2-TZVPD

net charge = 0
calculated total energy = -1813.621391 Eh
orbital gap (spin up / spin down) = 4.77 / 4.65 eV
ΔE to the lowest compared entry with this formula, charge and spin = 370.0 kJ/mol

CARTESIAN COORDINATES (ANGSTROEM)
P -0.154913 -2.301511 1.311084
P -1.115056 2.231924 1.967322
C -0.575338 -0.820059 0.305198
C -0.502999 1.015131 0.570768
H -1.654455 -0.879781 0.039787
H 0.021211 -0.845125 -0.615847
H 0.404427 1.414968 -0.010706
H -1.372421 1.167472 -0.084249
C -2.714795 2.658023 1.170806
H -3.247012 3.300249 1.901475
H -3.299472 1.728349 1.050119
H -2.570958 3.170436 0.209477
C -0.008465 3.619242 1.426427
H -0.506568 4.203176 0.647027
H 0.993402 3.306245 1.093020
H 0.143596 4.223447 2.334988
C -1.096408 -3.704793 0.799079
H -1.009340 -4.433748 1.618933
H -0.629300 -4.053367 -0.125106
H -2.145958 -3.416244 0.658912
C 1.608117 -2.581098 1.062355
H 2.318235 -1.910804 1.574899
H 1.795167 -2.535122 -0.014028
H 1.806422 -3.602334 1.416143
Be 0.989193 0.004545 0.908297
C 0.516331 1.259566 -2.294102
C -0.824013 1.324868 -2.217545
C -1.774043 0.598739 -3.113692
C -1.359581 -0.819956 -3.527038
C -0.580633 -1.605270 -2.507447
C 0.766839 -1.645954 -2.418233
C 1.654341 -0.820948 -3.274839
C 1.220923 0.643415 -3.449640
C -0.830967 -1.543130 2.784046
H 1.135078 1.908248 -1.675862
H -1.353570 2.107541 -1.659595
H -1.912205 1.174449 -4.044762
H -2.758713 0.574211 -2.615395
H -2.301839 -1.369167 -3.713521
H -0.842066 -0.785063 -4.501156
H -1.192993 -2.296132 -1.911180
H 1.256411 -2.427709 -1.837257
H 1.721404 -1.240223 -4.290339
H 2.662600 -0.876863 -2.841740
H 2.148081 1.211078 -3.598110
H 0.661992 0.742234 -4.390954
H -0.556006 -0.482262 2.618862
H -0.481834 -1.830155 3.763547
H -1.913659 -1.695976 2.742688
F 2.875839 1.613094 5.427107
C 3.006685 1.056346 4.191689
F 4.010347 1.689284 3.492807
F 3.419607 -0.234013 4.354060
C 1.665761 0.955825 3.329788
O 0.680326 1.519947 3.789489
O 1.803254 0.334758 2.172165

Forces on the atoms, in the same order (eV/Å):
P -0.0980 2.9126 -2.3003
P 0.2327 -1.2408 -0.7372
C 1.7470 -1.9667 -0.4636
C -0.8079 2.1832 1.3664
H 0.1233 0.3892 0.9128
H -0.5251 -0.2538 0.3535
H -0.3739 -0.2006 0.5141
H 1.1104 -0.4290 0.0821
C -0.2301 0.4644 0.1619
H 0.0502 -0.1815 -0.6186
H 0.2129 0.4164 -0.0056
H -0.3608 -0.0779 0.1275
C 0.0438 0.3300 0.7494
H 0.2342 0.0429 0.0559
H -0.4947 -0.0775 0.0830
H -0.0188 0.1973 -0.4614
C 0.0421 -1.3439 1.1389
H -0.4614 -0.4642 -0.5717
H -0.2620 -0.2104 0.1402
H 0.3103 -0.0407 -0.0306
C 0.3508 -0.6262 0.7607
H -0.6077 -0.4343 -0.0529
H -0.1179 0.2132 0.0942
H 0.0884 -0.1247 -0.0448
Be -1.2909 1.5046 -0.2177
C -1.0880 1.1905 -0.5506
C 0.3991 0.9243 -0.9562
C -0.2272 0.0539 -0.1945
C -0.4937 -0.2719 -0.3110
C 0.7639 -1.0901 -0.4914
C -1.4473 -0.7366 -0.9182
C 0.6977 -0.0677 -0.2462
C 0.8771 -0.2971 -0.2940
C 0.3681 0.1444 0.7651
H -0.2348 -0.1418 -0.0772
H 0.6503 -0.4135 0.2336
H -0.1398 0.0155 0.2584
H 0.2816 -0.0442 -0.1750
H 0.4523 0.1135 -0.0453
H -0.0024 -0.1001 0.4803
H 0.4060 0.2886 -0.1106
H -0.2748 0.3241 0.1390
H 0.0978 -0.1919 0.1881
H -0.1855 0.1659 -0.1879
H -0.1855 0.0238 -0.1000
H -0.0714 0.0792 0.4095
H -0.6238 -0.5903 0.5963
H 0.1735 -0.3823 0.2700
H -0.0020 0.2513 -0.0955
F 0.0732 -0.5105 -1.8731
C 0.4840 -0.9149 -0.7169
F -1.2310 -0.3349 1.0358
F 0.0552 0.6445 0.3362
C -0.5303 1.6064 0.1270
O 1.7017 -1.3463 -0.4425
O 0.3592 0.6266 1.9108



Molecular formula: C43H33Ge2MoNO4
Method: DFT, wB97M-V/def2-TZVPD

net charge = -1
calculated total energy = -6236.226526 Eh
orbital gap (spin up / spin down) = 7.69 / 7.29 eV
multiplicity = 2
ΔE to the lowest compared entry with this formula, charge and spin = 7.1 kJ/mol

CARTESIAN COORDINATES (ANGSTROEM)
Mo -0.499151 0.959666 1.453198
O -0.495057 0.378065 8.468625
C 0.078023 -0.442239 7.734409
O 0.726595 -1.471978 7.990821
C -0.035601 -0.129439 6.215211
C 0.558937 -0.962906 5.274305
C 0.449285 -0.669328 3.932745
N -0.216632 0.408109 3.493842
C -0.813044 1.212470 4.396349
C -0.739485 0.976750 5.751472
C -1.593992 2.362661 3.803149
O -2.211890 3.133945 4.495174
O -1.536930 2.404724 2.488525
H 1.098413 -1.832326 5.624066
H 0.891928 -1.301028 3.172399
H -1.226971 1.634862 6.456900
C 3.177117 0.858269 2.400943
Ge 2.008855 0.372338 0.869630
C 2.480381 -1.525280 0.555600
C 3.792201 -1.869052 0.225725
C 4.148954 -3.186451 -0.024102
C 3.194006 -4.192839 0.056757
C 1.887423 -3.871584 0.392726
C 1.537927 -2.548070 0.640287
C 2.884128 1.380741 -0.615110
C 3.504199 2.561729 -0.288801
C 4.108482 3.394118 -1.258486
C 4.094953 3.035334 -2.572825
C 3.469983 1.828461 -2.973003
C 3.415168 1.454758 -4.339602
C 2.775675 0.314075 -4.730742
C 2.165636 -0.514061 -3.763598
C 2.214704 -0.180619 -2.440458
C 2.861373 1.000366 -1.994550
H 4.228354 0.791663 2.113375
H 3.002923 0.167469 3.226107
H 2.977982 1.865866 2.769521
H 4.549517 -1.095138 0.144522
H 5.171837 -3.430567 -0.285104
H 3.470306 -5.221733 -0.139138
H 1.135483 -4.648815 0.462123
H 0.509611 -2.302940 0.888932
H 3.541883 2.882041 0.746368
H 4.585560 4.316116 -0.948075
H 4.555905 3.661442 -3.328717
H 3.887006 2.102143 -5.070737
H 2.734983 0.040087 -5.777729
H 1.651987 -1.415035 -4.076838
H 1.745394 -0.823121 -1.709352
C -1.339254 -0.377305 0.765738
Ge -2.490171 -0.297505 -0.768983
C -1.598651 1.333010 -1.407460
C -1.545596 2.398822 -0.486754
C -0.633863 3.442388 -0.659950
C 0.198649 3.457527 -1.770715
C 0.103172 2.442535 -2.711939
C -0.772288 1.378961 -2.522349
C -4.352898 0.015603 -0.313855
C -4.755873 -0.040544 1.018205
C -6.074421 0.218186 1.368989
C -7.003517 0.535898 0.389283
C -6.612596 0.602768 -0.941499
C -5.293788 0.347563 -1.288961
C -2.213167 -1.777541 -1.999992
C -0.925407 -2.299116 -2.117727
C -0.659581 -3.352275 -2.980683
C -1.685302 -3.898790 -3.740145
C -2.973204 -3.394322 -3.626771
C -3.236039 -2.341911 -2.758379
H -2.270773 2.462337 0.320999
H -0.601270 4.241057 0.071557
H 0.922733 4.251321 -1.901447
H 0.748620 2.453351 -3.582028
H -0.780779 0.566039 -3.239726
H -4.030368 -0.275009 1.789257
H -6.372181 0.180155 2.409035
H -8.030866 0.740711 0.663176
H -7.333636 0.861915 -1.706933
H -4.998424 0.424177 -2.330469
H -0.127103 -1.890799 -1.509135
H 0.345482 -3.751775 -3.046818
H -1.483737 -4.723257 -4.412681
H -3.777230 -3.826269 -4.209842
H -4.251025 -1.971632 -2.667865

Forces on the atoms, in the same order (eV/Å):
Mo -0.0574 -0.0395 -0.0537
O 0.0043 0.0001 0.0044
C -0.0027 -0.0130 -0.0146
O -0.0028 0.0100 0.0079
C 0.0234 -0.0288 -0.0266
C -0.0266 0.0356 0.0442
C 0.0103 -0.0417 -0.0361
N 0.0493 -0.0697 0.0760
C -0.0105 0.0077 -0.0388
C 0.0007 0.0027 0.0305
C -0.0531 -0.0256 0.0468
O 0.0504 0.0464 -0.0279
O 0.0260 -0.0273 -0.0656
H -0.0007 -0.0022 -0.0003
H -0.0041 0.0235 -0.0166
H -0.0067 0.0136 -0.0219
C 0.0075 -0.0237 0.0058
Ge -0.0640 0.0578 0.0159
C -0.0244 0.0015 0.0217
C 0.0403 -0.0325 -0.0156
C -0.0071 0.0019 0.0049
C -0.0024 0.0029 -0.0032
C 0.0008 -0.0013 0.0040
C 0.0019 0.0048 -0.0066
C -0.0141 -0.0133 -0.0137
C 0.0107 0.0351 0.0041
C -0.0040 -0.0147 0.0098
C 0.0007 -0.0120 -0.0194
C -0.0030 0.0101 0.0147
C 0.0044 0.0074 -0.0057
C 0.0043 0.0059 0.0116
C -0.0059 -0.0113 -0.0197
C -0.0202 -0.0075 -0.0302
C 0.0122 0.0110 0.0126
H -0.0003 0.0074 0.0009
H 0.0015 0.0034 0.0034
H 0.0000 0.0038 -0.0070
H -0.0163 0.0158 0.0047
H 0.0005 0.0039 -0.0004
H -0.0030 -0.0001 0.0020
H 0.0038 -0.0033 -0.0004
H 0.0000 0.0043 -0.0083
H -0.0039 -0.0077 -0.0027
H -0.0017 0.0003 0.0005
H 0.0001 0.0038 0.0053
H -0.0023 -0.0074 -0.0052
H 0.0019 0.0075 -0.0009
H -0.0082 -0.0046 0.0185
H 0.0002 0.0086 0.0168
C 0.0728 0.0295 0.1046
Ge -0.0346 -0.0368 -0.0385
C 0.0194 0.0451 0.0118
C 0.0067 -0.0273 -0.0171
C 0.0004 0.0198 0.0262
C -0.0128 0.0075 0.0177
C -0.0060 -0.0129 -0.0047
C 0.0350 0.0157 -0.0217
C 0.0052 0.0024 0.0064
C -0.0107 -0.0070 0.0067
C -0.0071 0.0026 -0.0014
C 0.0062 0.0005 0.0030
C -0.0017 -0.0031 0.0006
C -0.0096 0.0099 0.0031
C -0.0017 -0.0144 -0.0126
C -0.0004 -0.0051 0.0012
C 0.0163 -0.0023 0.0084
C -0.0070 0.0106 -0.0013
C -0.0025 -0.0035 0.0008
C -0.0015 -0.0009 -0.0221
H -0.0097 0.0203 -0.0066
H 0.0121 0.0031 -0.0072
H 0.0007 0.0015 0.0012
H -0.0062 -0.0071 -0.0035
H -0.0085 -0.0026 0.0056
H 0.0055 0.0000 -0.0055
H 0.0018 -0.0027 -0.0007
H 0.0009 0.0013 -0.0022
H 0.0016 -0.0008 0.0000
H 0.0087 -0.0044 0.0005
H 0.0150 -0.0005 0.0079
H -0.0020 -0.0003 -0.0009
H 0.0021 0.0001 0.0001
H -0.0007 0.0012 0.0026
H 0.0024 0.0111 0.0118